62
Properties=species:S:1:pos:R:3:forces:R:3 method="wB97M-V/def2-TZVPD" lumo_energy_ev=2.5 largest_force_ev_per_a=0.37 charge=-1 e_tot_ev=-44802.9597 e_above_lowest_kcal_mol=0.7 gap_ev=7.3
Pt -0.658687 0.190225 -0.159541 -0.331 -0.013 -0.167
C -3.557925 -1.694302 -1.577076 0.005 -0.023 -0.022
C -2.410931 -2.625807 -1.862922 0.009 0.026 -0.036
C -2.409953 -3.445919 -2.987073 0.005 0.003 0.000
C -1.357903 -4.318296 -3.220729 -0.005 0.000 -0.003
C -0.301570 -4.383604 -2.324095 -0.002 -0.006 0.016
C -0.265266 -3.574273 -1.193167 -0.017 -0.033 -0.004
C 0.876396 -3.627385 -0.222666 0.031 0.017 0.042
C -1.327225 -2.687648 -0.983757 0.050 0.019 0.067
N -1.260649 -1.751106 0.077468 0.144 -0.138 -0.002
C -1.477622 -2.136716 1.343346 0.037 -0.018 0.071
O -1.801582 -3.245940 1.764314 -0.021 0.027 -0.034
C -1.303537 -0.984132 2.317536 -0.010 0.040 0.043
C -1.506843 -1.027978 3.683846 0.021 0.021 -0.018
C -1.346411 0.147099 4.410000 0.000 -0.002 0.036
C -1.006295 1.338435 3.776926 0.001 -0.014 -0.010
C -0.813249 1.319980 2.409249 -0.032 -0.033 0.042
N -0.956869 0.169860 1.751929 -0.002 0.068 0.044
C -0.508999 2.521151 1.527269 0.052 -0.044 0.018
O -0.453158 3.644685 2.024694 0.004 -0.007 -0.026
N -0.364028 2.170094 0.240332 0.036 0.142 0.132
C -0.170305 3.169176 -0.745940 0.072 -0.016 0.042
C 1.129680 3.523039 -1.119864 0.007 0.024 0.020
C 2.305380 2.945921 -0.386447 0.006 -0.004 -0.006
C 1.291983 4.431366 -2.161528 -0.003 -0.011 -0.017
C 0.195823 4.977283 -2.812568 0.007 0.003 -0.002
C -1.086447 4.624959 -2.420734 -0.006 -0.016 0.000
C -1.286344 3.720130 -1.382625 -0.001 -0.010 -0.023
C -2.668014 3.343232 -0.926478 0.007 0.007 -0.005
H -4.269345 -1.689178 -2.403766 -0.002 -0.005 -0.001
H -3.211536 -0.673620 -1.393127 -0.024 -0.001 0.024
H -4.083738 -2.001667 -0.670493 0.004 0.012 0.007
H -3.244767 -3.400912 -3.678123 -0.001 0.001 0.002
H -1.362260 -4.950223 -4.100676 0.001 0.004 -0.001
H 0.521847 -5.064809 -2.504634 0.001 0.004 -0.003
H 1.640713 -4.325080 -0.562753 0.001 0.006 -0.017
H 0.515440 -3.949737 0.757091 0.002 -0.011 -0.017
H 1.341828 -2.645340 -0.098897 -0.001 0.027 -0.040
H -1.784517 -1.966448 4.141856 -0.003 -0.010 -0.015
H -1.498006 0.136942 5.482159 0.001 0.000 -0.003
H -0.894404 2.272269 4.309089 0.003 0.010 -0.014
H 2.398504 3.419167 0.594811 -0.015 -0.012 0.007
H 3.228629 3.122323 -0.940038 0.002 0.014 0.009
H 2.191653 1.870517 -0.225934 0.004 -0.008 -0.024
H 2.295567 4.708354 -2.464055 -0.001 -0.001 0.001
H 0.340916 5.679238 -3.624885 0.001 -0.001 0.000
H -1.946761 5.055785 -2.921052 -0.001 -0.001 0.001
H -3.424493 3.754606 -1.595510 0.000 0.005 0.002
H -2.851195 3.724547 0.080871 0.001 -0.011 0.003
H -2.782777 2.257600 -0.876181 -0.004 0.001 -0.001
N -0.513786 0.280992 -2.239052 -0.060 -0.011 -0.153
C 0.541142 -0.426680 -3.022301 0.001 -0.020 -0.016
C 1.959314 0.051048 -2.744755 0.017 0.011 -0.010
C 2.603054 -0.638990 -1.517138 -0.072 -0.095 0.039
O 3.552392 -1.404295 -1.750924 -0.004 0.026 0.005
O 2.064323 -0.380429 -0.406251 0.016 0.004 -0.032
H -1.408173 -0.081523 -2.563300 0.008 0.049 -0.038
H -0.498191 1.267660 -2.497610 0.058 0.007 0.017
H 0.302164 -0.269947 -4.079205 0.000 -0.041 -0.003
H 0.438953 -1.493039 -2.816294 0.010 0.002 0.044
H 1.960468 1.139381 -2.615793 -0.012 0.006 0.030
H 2.565491 -0.186542 -3.619625 0.006 0.033 -0.001

***

58
Properties=species:S:1:pos:R:3:forces:R:3 method="wB97M-V/def2-TZVPD" lumo_energy_ev=0.7 largest_force_ev_per_a=1.56 smiles="CCOC(=O)[C@@H](c1ccncc1)[C@@H](/C=C/c1ccc(OC)cc1)c1ccc(OC)cc1" charge=0 e_tot_ev=-37079.4200 e_above_lowest_kcal_mol=13.7 gap_ev=8.5
C -6.723827 3.713050 -0.813715 0.091 -0.689 -0.049
O -6.616423 2.276115 -0.871939 0.065 0.516 0.038
C -5.387602 1.702334 -0.787373 0.858 -0.208 0.079
C -5.353037 0.284686 -0.823223 -0.335 1.072 0.063
C -4.148241 -0.373755 -0.741456 0.840 0.305 -0.106
C -2.925519 0.332536 -0.635562 -1.080 0.610 0.241
C -1.674772 -0.407985 -0.615260 1.261 0.246 0.277
C -0.479507 0.132055 -0.301030 -0.422 -0.556 -0.456
C 0.833377 -0.624273 -0.416041 -0.121 0.450 -0.991
C 1.993454 0.298623 -0.797059 -0.332 -0.080 0.276
C 2.930560 -0.115583 -1.749352 -0.110 -0.056 0.200
C 4.064059 0.628974 -2.005210 0.229 0.805 0.282
C 4.253862 1.869465 -1.350207 -0.644 -0.273 0.264
O 5.396482 2.550938 -1.648791 -0.245 0.530 0.257
C 5.574296 3.859176 -1.063513 -0.069 -0.674 -0.261
C 3.275709 2.328684 -0.440241 0.626 -0.119 -0.313
C 2.174118 1.522316 -0.152111 0.145 -0.179 -0.229
C -2.975191 1.743822 -0.563285 -0.005 -0.686 -0.269
C -4.176161 2.433064 -0.666467 -0.925 -0.359 0.037
H -7.798638 3.891963 -0.838717 0.181 0.143 0.010
H -6.291401 4.116078 0.112897 -0.107 -0.155 -0.183
H -6.241242 4.180562 -1.682169 -0.085 -0.107 0.159
H -6.293781 -0.251387 -0.921316 0.159 0.099 0.037
H -4.113596 -1.462897 -0.782206 -0.062 0.214 -0.020
H -1.730888 -1.474318 -0.870167 0.069 0.420 -0.075
H -0.402590 1.173686 0.014544 -0.145 -0.303 -0.083
H 0.737433 -1.390134 -1.204150 -0.051 0.305 0.132
H 2.766168 -1.058322 -2.274683 0.127 0.210 0.167
H 4.825627 0.283498 -2.698438 -0.134 0.095 0.051
H 6.469245 4.243436 -1.553304 -0.144 0.083 0.167
H 4.714130 4.515393 -1.264805 0.245 -0.204 -0.018
H 5.736734 3.782207 0.020998 -0.047 0.017 -0.239
H 3.392236 3.294809 0.056721 -0.059 -0.405 -0.145
H 1.449181 1.862755 0.590307 0.255 -0.065 -0.189
H -2.047190 2.310199 -0.471338 -0.302 -0.135 -0.096
H -4.192327 3.527005 -0.658138 0.057 -0.473 0.041
C -2.803584 -2.114614 3.412170 -0.159 -0.035 0.399
C -2.093232 -2.637843 2.197154 0.106 0.128 0.205
O -0.804332 -1.957104 2.174540 -0.031 -0.354 -0.726
C -0.075403 -2.312954 1.104930 -0.373 -0.573 -0.295
C 1.132090 -1.406297 0.854575 0.281 -0.986 1.181
C 2.399929 -2.248856 0.716680 0.176 0.406 -0.383
C 2.430320 -3.360308 -0.126106 0.837 -0.463 -0.193
C 3.666017 -3.999444 -0.368049 -1.001 0.742 0.397
N 4.805043 -3.557028 0.151045 0.559 -0.351 0.089
C 4.787680 -2.508185 0.968412 -1.065 0.424 0.185
C 3.602454 -1.815121 1.285029 0.382 -0.542 -0.384
O -0.409446 -3.236793 0.376481 0.450 1.074 0.604
H -3.827023 -2.494457 3.437612 0.033 0.036 0.002
H -2.296318 -2.455348 4.320617 -0.080 0.118 -0.090
H -2.835952 -1.020182 3.420351 -0.006 -0.188 -0.080
H -1.916190 -3.720539 2.248780 -0.123 0.329 -0.092
H -2.640231 -2.400382 1.270695 0.312 -0.112 0.271
H 1.258888 -0.716042 1.701569 -0.170 -0.190 -0.171
H 1.529324 -3.729879 -0.607928 0.193 0.099 0.178
H 3.699937 -4.892252 -0.998842 0.123 0.326 0.138
H 5.732984 -2.182506 1.407988 -0.168 -0.149 -0.245
H 3.642311 -0.932641 1.918114 -0.057 -0.136 -0.044

***

73
Properties=species:S:1:pos:R:3:forces:R:3 method="wB97M-V/def2-TZVPD" lumo_energy_ev="-9.5 / -9.5" largest_force_ev_per_a=0.85 spin_multiplicity=2 charge=+3 e_tot_ev=-202805.1075 e_above_lowest_kcal_mol=0.0 gap_ev="6.2 / 6.2" s2=0.755
Zr -0.358559 -0.738957 -1.743436 0.401 -0.423 -0.615
C -0.042212 2.879890 -2.289204 0.061 -0.009 -0.046
C -1.092229 2.395734 -1.349728 0.046 -0.053 0.021
C -2.054890 3.107651 -0.666575 -0.039 -0.022 0.046
C -2.763002 2.163083 0.071744 0.017 0.025 0.083
N -2.257865 0.953584 -0.150663 0.154 -0.166 -0.096
N -1.208578 1.078560 -1.031483 -0.255 0.327 -0.016
B -2.705901 -0.447487 0.465020 0.093 0.061 -0.034
N -3.125283 -1.399777 -0.708620 0.114 -0.071 0.107
C -4.233522 -2.135817 -0.819653 0.007 -0.018 -0.012
C -4.109148 -2.992170 -1.900776 -0.007 0.023 0.051
C -2.856479 -2.747817 -2.431911 0.029 -0.015 -0.025
C -2.222235 -3.402649 -3.608279 0.028 0.010 -0.021
N -2.246977 -1.777563 -1.700775 -0.304 0.172 -0.039
N -1.428292 -1.099984 1.101664 -0.086 -0.089 -0.054
C -1.179257 -1.558496 2.332741 -0.019 -0.016 -0.013
C 0.008426 -2.275455 2.321687 -0.040 0.026 0.027
C 0.460455 -2.231232 1.016273 0.025 -0.013 -0.055
C 1.671582 -2.866859 0.422890 0.039 -0.014 -0.035
N -0.405518 -1.510753 0.269563 -0.059 0.096 0.330
N -3.845746 -0.204684 1.380477 -0.094 -0.115 0.102
C -5.091282 0.253086 1.044193 -0.029 0.014 -0.024
C -5.802863 0.416498 2.195318 0.042 -0.002 -0.064
C -4.915541 0.035567 3.232074 0.039 -0.014 0.087
C -5.179541 0.006561 4.701430 -0.020 0.019 -0.021
N -3.747511 -0.328738 2.739027 0.047 0.065 -0.062
H 0.631306 3.573971 -1.785319 -0.014 0.016 -0.005
H -0.496105 3.409395 -3.126668 0.002 0.013 0.006
H 0.561074 2.065909 -2.700644 -0.033 0.000 0.028
H -2.230633 4.169110 -0.695123 -0.002 0.011 -0.003
H -3.591646 2.290930 0.750195 -0.001 0.017 0.000
H -5.043577 -2.016043 -0.119657 -0.007 -0.021 0.009
H -4.831606 -3.709744 -2.248498 -0.007 -0.007 -0.002
H -2.785856 -4.294323 -3.871376 0.000 0.006 -0.022
H -1.192336 -3.699389 -3.412532 -0.019 -0.006 0.022
H -2.225358 -2.736721 -4.473540 -0.001 0.003 0.003
H -1.888987 -1.348418 3.116716 -0.005 0.005 0.022
H 0.458020 -2.790284 3.152908 0.006 -0.009 0.005
H 1.699509 -3.924870 0.682443 0.006 0.007 0.010
H 2.583150 -2.411588 0.813789 -0.001 -0.004 0.001
H 1.693137 -2.802529 -0.667626 -0.024 0.013 0.017
H -5.372168 0.432775 0.017679 -0.004 -0.003 -0.012
H -6.818599 0.757771 2.294214 -0.017 -0.001 0.000
H -6.132667 0.477851 4.929156 -0.001 0.001 -0.004
H -4.397523 0.533974 5.245496 0.011 -0.021 0.007
H -5.215599 -1.019815 5.065716 0.003 -0.002 0.005
Br 1.075339 -1.686274 -3.591855 -0.122 0.054 0.317
C -0.979254 0.089224 -5.753055 -0.026 -0.013 0.045
Br -1.831197 0.381391 -4.112107 0.029 0.073 -0.070
H -1.423832 -0.658166 -6.387277 -0.001 -0.001 -0.011
H -0.257789 0.827169 -6.056732 0.013 0.001 -0.002
O 8.687560 0.817517 -0.965423 -0.042 0.110 -0.006
S 8.216516 2.146844 -0.862141 0.116 -0.217 -0.131
O 6.484679 2.032784 -0.528907 -0.100 0.034 0.052
O 8.414316 2.621886 0.741569 -0.145 0.061 0.219
C 7.402310 2.278084 1.528214 0.270 0.070 -0.083
N 7.449599 2.321394 2.826001 -0.090 -0.037 -0.023
C 6.334220 1.965078 3.452750 -0.042 -0.018 -0.012
C 5.175858 1.545090 2.783486 0.066 -0.047 0.048
C 5.161352 1.504463 1.407467 0.059 -0.026 -0.018
N 6.321269 1.898304 0.820055 -0.123 0.009 -0.067
C 3.995562 1.061121 0.598438 0.027 0.123 0.111
C 2.713435 1.336394 1.071411 -0.100 0.020 -0.083
C 1.621293 0.884994 0.356135 0.067 -0.037 -0.015
N 1.731611 0.184095 -0.786997 -0.020 0.010 0.075
C 2.968286 -0.079589 -1.231572 0.023 0.101 -0.054
C 4.118115 0.342112 -0.581589 -0.033 -0.104 -0.031
H 6.358544 2.004978 4.535121 0.013 0.004 0.007
H 4.312320 1.225065 3.347662 0.001 0.011 -0.026
H 2.539797 1.914101 1.968987 0.051 -0.008 0.002
H 0.619742 1.087204 0.711949 0.002 -0.006 0.006
H 3.044879 -0.647560 -2.147463 0.006 -0.007 0.016
H 5.073906 0.072557 -1.004454 0.023 0.020 0.021

***

98
Properties=species:S:1:pos:R:3:forces:R:3 method="wB97M-V/def2-TZVPD" lumo_energy_ev=-0.3 largest_force_ev_per_a=0.69 charge=0 e_tot_ev=-2972176.8199 gap_ev=8.8
C 4.207556 0.060468 4.147749 0.378 -0.323 -0.332
C 3.730807 0.388146 2.735400 -0.017 -0.130 -0.021
C 3.150439 1.793086 2.586185 0.444 -0.086 0.282
C 2.084958 2.213092 3.596922 -0.482 0.241 -0.434
C 0.756323 1.510728 3.480357 0.109 -0.142 -0.052
C -0.447362 2.276159 3.622342 -0.002 0.116 0.007
N -1.646255 1.773558 3.567747 0.377 -0.231 0.066
C -1.698187 0.421355 3.357490 -0.049 0.014 -0.034
C -2.947203 -0.223169 3.308301 -0.309 0.148 0.123
C -3.028796 -1.566713 3.114436 0.114 -0.526 -0.121
C -1.856885 -2.332838 2.919518 0.048 0.177 0.125
C -0.634885 -1.723540 2.941053 0.086 -0.341 0.403
C -0.527169 -0.340993 3.188942 0.090 0.257 0.161
N 0.712877 0.225588 3.255513 -0.225 0.156 0.132
H 3.404592 -0.310728 4.784231 -0.086 0.282 0.107
H 4.945116 -0.743659 4.087865 -0.012 -0.023 0.077
H 4.725863 0.906292 4.604868 -0.155 0.065 0.132
H 4.574297 0.316165 2.047846 0.113 0.046 -0.009
H 3.026817 -0.378946 2.415479 -0.121 0.095 -0.013
H 3.989540 2.485210 2.726643 -0.029 0.068 -0.040
H 2.807969 1.954489 1.561231 -0.204 -0.029 0.036
H 2.438525 2.136929 4.628016 0.133 -0.134 -0.016
H 1.884102 3.274873 3.425496 0.056 0.015 0.145
H -0.358989 3.347231 3.782817 -0.046 0.011 0.006
H -3.835810 0.370928 3.456413 -0.087 0.128 0.002
H -3.982915 -2.075737 3.109880 -0.084 0.108 -0.019
H -1.909189 -3.402907 2.775019 -0.119 -0.016 -0.071
H 0.277198 -2.290755 2.810226 0.035 0.043 -0.002
C 0.194846 -0.437065 -1.574313 -0.111 0.029 0.005
Br -0.493460 -0.853261 0.177144 0.147 0.046 -0.603
Br 0.331976 -2.004887 -2.680243 0.042 -0.091 0.000
Br -0.851034 0.911766 -2.460062 0.033 0.111 0.077
H 1.192191 -0.044199 -1.440029 0.016 0.001 -0.011
C -1.184562 -4.933442 -5.525660 -0.064 0.039 0.008
Br 0.711148 -4.680734 -5.299485 0.094 0.032 0.003
Br -1.573152 -6.477805 -6.600016 0.022 -0.011 0.030
Br -2.083391 -4.981061 -3.831009 -0.076 -0.026 0.018
H -1.554689 -4.069265 -6.058298 0.012 0.015 -0.017
C -3.913005 3.712477 5.130022 0.160 -0.055 -0.072
Br -3.540183 3.783752 7.016159 -0.043 -0.010 -0.010
Br -5.539988 2.756406 4.769565 -0.048 0.002 0.010
Br -3.925162 5.463331 4.336246 -0.010 0.016 0.010
H -3.112665 3.152070 4.661160 -0.024 -0.033 -0.046
C 7.574500 0.335452 0.825096 0.024 -0.050 0.083
Br 7.488705 -1.336149 1.767102 -0.060 0.041 -0.050
Br 6.179494 0.496735 -0.485779 -0.034 -0.023 -0.125
Br 7.535598 1.822438 2.042878 -0.087 -0.073 -0.212
H 8.517998 0.355313 0.300646 0.010 0.052 -0.013
C -3.270924 0.791055 -6.046248 0.048 -0.007 -0.002
Br -3.203732 -0.760927 -4.916126 -0.038 -0.033 -0.015
Br -4.896258 0.867383 -7.064341 -0.099 -0.185 -0.020
Br -3.011016 2.426057 -5.056536 -0.049 -0.013 0.010
H -2.453980 0.712004 -6.748305 0.014 0.017 -0.007
C 11.858138 0.530001 3.075213 0.061 0.035 0.089
Br 11.273577 0.555953 1.243291 -0.020 0.006 -0.020
Br 10.520193 1.192900 4.288157 0.040 -0.072 -0.023
Br 12.479589 -1.212409 3.590614 -0.013 -0.016 -0.006
H 12.701227 1.201626 3.139772 0.010 0.010 -0.004
C 7.875678 -3.710380 5.355837 0.028 -0.012 0.009
Br 7.564589 -4.057711 7.220917 -0.012 0.007 0.006
Br 6.223909 -3.610338 4.371736 0.016 -0.014 0.018
Br 8.959899 -2.144908 5.094181 -0.015 -0.013 0.063
H 8.427721 -4.550957 4.962388 0.002 -0.015 -0.003
C -6.215770 3.698414 -9.984002 0.016 -0.028 0.015
Br -4.971331 4.205786 -8.609837 0.142 0.152 -0.108
Br -5.351476 2.706784 -11.388302 0.009 -0.009 -0.006
Br -7.701426 2.727984 -9.251234 -0.026 -0.078 -0.016
H -6.600168 4.606437 -10.424388 -0.015 0.012 0.005
C -7.206775 3.320042 -5.272740 0.063 -0.005 -0.049
Br -6.860472 3.543287 -3.396063 0.006 -0.002 0.006
Br -8.575474 2.004886 -5.586000 -0.014 0.002 0.014
Br -7.615461 4.992539 -6.125242 -0.129 0.076 0.146
H -6.296268 2.947416 -5.723179 0.002 -0.013 -0.022
C -11.538974 0.832892 -10.792843 0.004 0.017 -0.013
Br -12.696000 2.213362 -10.123086 0.010 0.012 0.004
Br -10.362448 1.493506 -12.161869 0.003 0.001 -0.006
Br -10.561613 -0.018353 -9.371967 0.036 0.003 0.033
H -12.165630 0.078993 -11.245436 -0.010 -0.012 0.001
C -1.810612 1.680367 10.024289 0.006 0.010 -0.053
Br -0.519261 1.828856 11.440200 -0.001 -0.005 0.007
Br -2.206744 -0.153252 9.609846 -0.003 -0.006 -0.001
Br -3.408089 2.676995 10.414190 -0.002 0.003 0.089
H -1.370386 2.119379 9.140533 -0.002 0.006 -0.015
C 3.563975 -7.383735 -5.539180 -0.010 0.008 -0.004
Br 4.955231 -6.077431 -5.286348 -0.046 -0.001 -0.001
Br 3.847915 -8.418535 -7.133767 0.007 -0.005 -0.002
Br 3.356304 -8.503225 -3.991787 0.002 -0.003 0.005
H 2.636536 -6.844898 -5.669167 -0.012 0.002 -0.004
C -5.887862 -5.987365 -1.757130 0.009 -0.011 -0.025
Br -6.403383 -6.130122 -3.602904 0.010 -0.001 -0.010
Br -4.735345 -7.432813 -1.229702 0.014 -0.005 -0.008
Br -5.088522 -4.280166 -1.380322 0.039 0.050 0.010
H -6.787587 -6.059151 -1.164402 -0.010 0.000 0.010
C 5.590407 5.779456 3.243290 -0.006 -0.008 -0.063
Br 6.583820 4.319504 4.003428 -0.029 0.119 0.229
Br 5.866859 5.900436 1.346259 -0.012 -0.020 -0.003
Br 3.722516 5.656214 3.683725 0.015 0.035 0.007
H 5.966421 6.690014 3.685438 0.003 0.009 0.012